This record from the OMol25 dataset describes a molecular structure, C4H4OS at a distorted geometry. The level of theory is ωB97M-V/def2-TZVPD.

Each line ends with the Löwdin spin population.
Element x y z (Å)
1 C -0.72326 -0.55720 -0.18460  0.192
2 C -0.14244 0.70622 -0.14792  0.119
3 C 0.08607 -1.60118 -0.24047  0.154
4 C 1.15940 0.90732 -0.00959  0.620
5 O 2.02646 1.84055 -0.12450  0.182
6 S 1.75150 -1.36342 -0.00135  0.680
7 H -1.85619 -0.60766 -0.13978  0.005
8 H -0.88390 1.59676 -0.15987  0.027
9 H -0.42533 -2.61421 -0.17539  0.006
10 H 2.88346 1.90162 0.27404  0.015

Output
orbital gap (spin up / spin down): 0.2311 / 0.2614 Ha
HOMO (spin up / spin down): -5.8 / -9.0 eV
2S+1: 3



This record from the OMol25 dataset describes a single C4H4OS2 molecule at a distorted geometry. The level of theory is ωB97M-V/def2-TZVPD.

Each line ends with the Mulliken charge.
Element x y z (Å)
1 C 2.66726 -0.87693 -0.99557  0.024
2 C 1.91992 -0.58532 -0.09365  -0.563
3 C 0.73412 -0.27328 0.75845  0.548
4 O 1.03227 1.09394 1.30883  -0.537
5 C -0.46021 -0.21490 0.15674  -0.170
6 S -1.84511 -1.14828 0.08298  -0.254
7 S -0.65316 1.33663 -0.73556  -0.129
8 H 3.60925 -1.35209 -1.39409  0.336
9 H 0.75702 -1.24326 1.54554  0.232
10 H 0.18010 1.51723 1.67296  0.351
11 H -1.99860 1.01560 -0.80950  0.161

Output
orbital gap: 0.2898 Ha
SMILES: C#C[C@@H](O)C(=S)S
HOMO: -9.0 eV



This record from the OMol25 dataset describes a single C4H4OS3 molecule at a distorted geometry. The level of theory is ωB97M-V/def2-TZVPD.

Each line ends with the Mulliken charge.
Element x y z (Å)
1 C 0.14283 -0.49717 1.53860  -0.770
2 C 0.09226 -0.13876 0.25406  0.159
3 C 1.32789 -0.60457 -0.59107  0.723
4 O 2.13992 -1.37185 -0.12895  -0.555
5 S 1.38430 -0.11072 -2.22760  -0.243
6 C -1.00081 0.87153 -0.16454  -0.019
7 S -0.65709 2.38123 -0.81097  -0.149
8 S -2.65872 0.38169 0.23928  -0.164
9 H -0.74112 -0.30008 2.14820  0.291
10 H 0.95065 -1.05018 1.85596  0.370
11 H 2.29276 -1.22622 -2.24269  0.175
12 H -3.27286 1.66510 0.12971  0.181

Output
orbital gap: 0.2994 Ha
SMILES: C=C(C(=O)S)C(=S)S
HOMO: -9.0 eV



This record from the OMol25 dataset describes a single C4H4S molecule at a distorted geometry. The level of theory is ωB97M-V/def2-TZVPD.

Each line ends with the Mulliken charge.
Element x y z (Å)
1 C 1.80020 0.28525 0.07380  -1.056
2 C 0.39529 0.09995 0.13180  0.488
3 C -0.91554 -0.04719 0.21327  0.132
4 C -2.17743 -0.46504 -0.07272  -0.443
5 S -3.56843 0.32934 0.11830  -0.225
6 H 2.09074 0.93902 -0.77047  0.283
7 H 2.51920 -0.50978 -0.23374  0.299
8 H 2.01379 0.83131 1.04125  0.237
9 H -2.15783 -1.46285 -0.50148  0.286

Output
orbital gap: 0.2892 Ha
SMILES: CC#CC=S
HOMO: -8.7 eV



This record from the OMol25 dataset describes a molecular structure, C4H4S at a distorted geometry. The level of theory is ωB97M-V/def2-TZVPD.

Each line ends with the Mulliken charge.
Element x y z (Å)
1 C 1.90893 0.54456 -0.36257  -0.084
2 C 0.62757 0.66269 0.04174  0.451
3 C 1.49975 1.77837 0.23810  -0.498
4 C -0.64366 0.00231 0.22650  -0.847
5 S 1.54259 4.10305 -0.34075  -0.284
6 H 2.63638 -0.04217 -0.82773  0.369
7 H -0.37498 -0.99134 0.21907  0.327
8 H -1.55880 0.09652 -0.49655  0.281
9 H -0.95928 0.20154 1.22993  0.285

Output
orbital gap (spin up / spin down): 0.2578 / 0.2578 Ha
HOMO (spin up / spin down): -8.0 / -8.0 eV



This record from the OMol25 dataset describes a molecular structure, C4H4S at a distorted geometry. The level of theory is ωB97M-V/def2-TZVPD.

Each line ends with the Mulliken charge.
Element x y z (Å)
1 C -0.07497 0.02326 1.18178  -0.465
2 C 1.05388 0.14951 0.40601  -0.134
3 C -0.86690 -0.10479 0.04248  -0.050
4 C 0.29611 -0.00017 -0.89912  -0.354
5 S -3.03014 -0.37215 -0.53873  -0.274
6 H -0.26624 0.02988 2.23695  0.421
7 H 2.09511 0.31287 0.60649  0.408
8 H 0.28765 0.86278 -1.56284  0.225
9 H 0.50549 -0.90120 -1.47301  0.221

Output
orbital gap (spin up / spin down): 0.2357 / 0.2317 Ha
HOMO (spin up / spin down): -8.1 / -8.1 eV



This record from the OMol25 dataset describes a molecular structure, C4H4S2 at a distorted geometry. The level of theory is ωB97M-V/def2-TZVPD.

Each line ends with the Mulliken charge.
Element x y z (Å)
1 C -0.06424 0.22805 -0.24747  -0.468
2 C 1.24651 0.20885 -0.27255  -0.370
3 C -1.34394 -0.96199 1.45500  -0.270
4 C -0.45655 0.23284 1.20111  -0.229
5 S -2.94327 -0.83573 1.40604  -0.204
6 S 1.33507 0.20135 1.53666  -0.161
7 H -0.85457 0.13739 -0.98206  0.358
8 H 1.98426 0.12709 -0.95003  0.490
9 H -0.91297 -1.93440 1.40073  0.340
10 H -0.82778 1.10177 1.58534  0.515

Output
orbital gap: 0.3055 Ha
HOMO: -8.8 eV



This record from the OMol25 dataset describes 2 unconnected molecules or ions with the total composition C4H4S2 at a distorted geometry. The level of theory is ωB97M-V/def2-TZVPD.

Each line ends with the Mulliken charge.
Element x y z (Å)
1 C 0.08123 -0.69117 -0.41002  0.138
2 C -0.13165 1.70339 0.93005  0.382
3 C -1.02575 -0.68724 -1.07578  -0.679
4 C 1.15502 -0.86733 0.26017  -0.638
5 S -0.99929 1.17890 2.13847  -0.171
6 S 0.77094 2.39583 -0.08627  -0.228
7 H -1.73587 0.03407 -1.00025  0.317
8 H -1.24584 -1.49660 -1.77880  0.235
9 H 1.13311 -1.32218 1.16260  0.351
10 H 1.99810 -0.24767 -0.14016  0.292

Output
orbital gap: 0.3413 Ha
HOMO: -9.4 eV



Calculated total energy values (in eV) by entry order: -17090.3373; -27926.0084; -38764.0988; -15044.5200; -15041.7425; -15042.5486; -25880.6475; -25880.5700.
Relative energy (zero: lowest compared OMol25 entry of this formula, charge and spin) values (in eV) by entry order: 1.275; 4.155; 1.354; 3.159; 5.937; 5.131; 2.074; 2.152.